The following is a DFT calculation (ωB97M-V/def2-TZVPD) of a molecular structure, C19H19IrN3O5S.

Calculated values
<S²>: 0.76
HOMO energy (alpha / beta): -8.6918 / -8.6411 eV
energy above the lowest of the compared OMol25 structures with the same formula, charge and spin: 8.7 kcal/mol
E_LUMO (alpha / beta): -0.0165 / -0.0997 hartree
total energy: -1778.41590 hartree
Kohn-Sham gap (alpha / beta): 8.241 / 5.927 eV

Structure (ORCA input):
```
! wB97M-V def2-TZVPD RIJCOSX def2/J DEFGRID3
* xyz 0 2
Ir 0.579 0.058 -0.011
O 1.410 2.081 1.239
C 1.758 3.357 0.667
C 0.640 3.871 -0.222
N 0.285 2.916 -1.243
C -1.118 2.712 -1.509
C -1.851 1.883 -0.451
O -3.054 1.897 -0.387
O -1.106 1.182 0.399
C 1.184 2.734 -2.351
C 1.103 1.276 -2.782
O 0.866 0.931 -3.913
O 1.338 0.403 -1.804
H 0.454 2.131 1.407
H 2.682 3.199 0.117
H 1.957 4.075 1.466
H 0.962 4.840 -0.633
H -0.254 4.067 0.377
H -1.231 2.163 -2.446
H -1.676 3.649 -1.622
H 2.205 2.926 -2.018
H 0.968 3.352 -3.231
N -0.052 -0.496 1.902
C 0.065 -1.902 2.187
C 0.850 -2.327 3.246
C 0.961 -3.682 3.510
C 0.289 -4.597 2.710
C -0.463 -4.159 1.632
C -0.578 -2.801 1.343
C -1.261 -2.323 0.118
C -2.427 -2.946 -0.323
C -3.006 -2.612 -1.535
C -2.400 -1.672 -2.354
C -1.250 -1.024 -1.931
C -0.705 -1.306 -0.677
H 0.458 0.049 2.592
H -1.024 -0.172 1.834
H 1.367 -1.600 3.862
H 1.572 -4.020 4.335
H 0.370 -5.656 2.914
H -0.941 -4.875 0.976
H -2.888 -3.696 0.309
H -3.922 -3.097 -1.845
H -2.822 -1.433 -3.321
H -0.768 -0.318 -2.590
S 2.645 -0.860 0.448
C 3.587 0.460 -0.043
N 4.242 1.360 -0.350
*
```

Atomic partial charges in e from the natural (NBO) method, atoms 1 to 8: Ir 1.217; O -0.739; C -0.078; C -0.236; N -0.481; C -0.345; C 0.793; O -0.579

The following is a DFT calculation (ωB97M-V/def2-TZVPD) of a molecular structure, C19H19MoN4O11.

Calculated values
<S²>: 2.01
HOMO energy (alpha / beta): -11.8905 / -11.9604 eV
energy above the lowest of the compared OMol25 structures with the same formula, charge and spin: 5.2 kcal/mol
E_LUMO (alpha / beta): -0.1603 / -0.1490 hartree
total energy: -1849.96938 hartree
Kohn-Sham gap (alpha / beta): 7.527 / 7.907 eV

Structure (ORCA input):
```
! wB97M-V def2-TZVPD RIJCOSX def2/J DEFGRID3
* xyz 1 3
Mo 0.199 -0.294 0.155
O 1.043 -1.687 -3.344
C 0.376 -1.585 -2.362
O 0.965 -1.434 -1.136
C -1.131 -1.606 -2.402
C -1.670 -1.972 -3.629
C -3.030 -2.065 -3.788
C -3.900 -1.795 -2.752
C -3.382 -1.413 -1.535
C -1.991 -1.318 -1.321
O -1.523 -0.995 -0.105
N -4.358 -1.091 -0.475
O -5.512 -1.398 -0.689
O -3.963 -0.544 0.534
N -3.581 -2.454 -5.100
O -2.788 -2.672 -5.991
O -4.789 -2.514 -5.196
H -1.006 -2.185 -4.454
H -4.967 -1.869 -2.892
C 0.195 -3.024 3.691
N 1.555 -2.502 3.509
C 2.639 -3.247 4.142
C 1.716 -1.549 2.588
O 0.723 -1.345 1.805
N 2.836 -0.808 2.474
C 3.204 -0.106 1.252
C 3.732 -0.512 3.593
H 0.192 -3.667 4.567
H -0.124 -3.595 2.821
H -0.508 -2.212 3.856
H 2.341 -4.292 4.187
H 2.848 -2.914 5.157
H 3.541 -3.187 3.539
H 2.531 -0.246 0.408
H 4.165 -0.475 0.893
H 3.282 0.962 1.445
H 3.229 -0.677 4.535
H 3.986 0.546 3.545
H 4.656 -1.089 3.551
O -0.500 3.182 -2.990
C -0.319 4.037 -1.974
C -0.447 5.415 -2.135
C -0.251 6.265 -1.067
C 0.080 5.771 0.196
C 0.210 4.416 0.370
C 0.013 3.529 -0.703
C 0.145 2.116 -0.450
O -0.060 1.183 -1.293
O 0.481 1.661 0.733
H -0.711 3.660 -3.801
H -0.703 5.813 -3.111
H -0.357 7.332 -1.216
H 0.228 6.448 1.026
H 0.459 4.004 1.338
*
```

Atomic partial charges in e from the natural (NBO) method, atoms 1 to 8: Mo 1.923; O -0.504; C 0.776; O -0.681; C -0.259; C -0.084; C -0.003; C -0.115

The following is a DFT calculation (ωB97M-V/def2-TZVPD) of a molecular structure, C19H19N2O5V.

Calculated values
HOMO energy (alpha / beta): -15.6752 / -15.6752 eV
energy above the lowest of the compared OMol25 structures with the same formula, charge and spin: 52.7 kcal/mol
E_LUMO (alpha / beta): -0.3402 / -0.3402 hartree
total energy: -2164.48681 hartree
Kohn-Sham gap (alpha / beta): 6.418 / 6.417 eV

Structure (ORCA input):
```
! wB97M-V def2-TZVPD RIJCOSX def2/J DEFGRID3
* xyz 2 1
V -0.592 -0.038 -0.403
O -0.013 1.735 1.578
C 0.815 2.712 0.973
C 1.844 1.930 0.159
N 1.182 1.050 -0.823
C 1.968 -0.188 -0.980
C 1.550 -1.203 0.124
O 2.175 -2.174 0.398
O 0.391 -0.835 0.625
C 0.942 1.703 -2.115
C -0.028 0.770 -2.896
O -0.022 0.595 -4.067
O -0.820 0.218 -2.001
H -0.354 2.047 2.427
H 1.346 3.307 1.722
H 0.223 3.388 0.337
H 2.383 1.303 0.877
H 2.556 2.600 -0.336
H 3.049 0.003 -0.934
H 1.765 -0.668 -1.950
H 1.863 1.862 -2.697
H 0.438 2.668 -1.969
N -1.969 0.615 0.191
C -3.237 0.786 0.280
C -4.035 -0.319 0.789
C -3.507 -1.622 0.743
C -4.233 -2.684 1.229
C -5.486 -2.459 1.806
C -6.005 -1.174 1.880
C -5.298 -0.103 1.366
C -3.848 2.004 -0.225
C -3.172 3.230 -0.117
C -3.712 4.365 -0.684
C -4.901 4.291 -1.406
C -5.549 3.070 -1.552
C -5.053 1.933 -0.942
H -2.512 -1.775 0.277
H -3.852 -3.692 1.168
H -6.043 -3.290 2.212
H -6.966 -1.006 2.342
H -5.687 0.899 1.454
H -2.257 3.274 0.462
H -3.217 5.317 -0.564
H -5.326 5.184 -1.843
H -6.449 3.000 -2.142
H -5.543 0.981 -1.073
*
```

Atomic partial charges in e from the natural (NBO) method, atoms 1 to 8: V 1.389; O -0.741; C -0.084; C -0.252; N -0.376; C -0.393; C 0.730; O -0.408